C38H104N9O10Pd | the ωB97M-V functional and the def2-TZVPD basis

Calculated values
orbital gap (alpha / beta)	8.353 / 6.286	eV
net charge	+1
LUMO (alpha / beta)	-2.541 / -4.608	eV
expectation value of S²	2.010
HOMO (alpha / beta)	-0.4004 / -0.4004	Ha
relative energy (zero: lowest compared OMol25 entry of this formula, charge and spin)	2.6420	eV
2S+1	3

Last column: Löwdin spin population.
Element x y z (Å)
Pd -10.861727 27.214425 -4.666634  1.2027
C -10.263995 22.769284 -4.221948  0.0020
C -10.151041 24.108414 -3.489938  0.0554
O -9.971987 25.263099 -4.217038  0.5072
H -9.329744 22.620872 -4.764140  0.0001
H -11.073151 22.650763 -4.945217  0.0005
H -10.487172 21.994448 -3.487511  0.0000
H -9.239645 23.984165 -2.882509  0.0185
H -10.993821 24.265218 -2.798368  0.0222
C -11.219621 19.255080 -4.506190  0.0000
C -11.023653 18.212611 -5.582515  0.0000
C -10.346798 17.001728 -4.950635  0.0000
O -10.134832 16.034418 -5.980255  0.0000
C -10.037883 14.732665 -5.451871  0.0000
N -12.371420 17.829031 -6.017848  0.0000
H -11.918626 18.940986 -3.726308  0.0000
H -11.656671 20.170252 -4.917570  0.0000
H -10.336182 19.603552 -3.961717  0.0000
H -10.537565 18.547549 -6.499026  0.0000
H -10.978445 16.663483 -4.124054  0.0000
H -9.347355 17.214804 -4.547427  0.0000
H -10.869500 14.435563 -4.803143  0.0000
H -9.087954 14.612955 -4.918534  0.0000
H -10.071837 14.008025 -6.267723  0.0000
H -12.356825 17.068572 -6.692503  0.0000
H -12.984974 17.446146 -5.304555  0.0000
C -17.373436 23.388845 -2.153087  0.0000
C -16.588276 22.353864 -1.325025  0.0000
C -15.093380 22.536942 -1.476497  0.0000
O -14.758824 22.017940 -2.763483  0.0002
C -13.436255 22.350804 -3.136178  0.0007
N -17.058883 22.574647 0.061109  0.0000
H -18.397722 23.137451 -2.406548  0.0000
H -16.799521 23.694862 -3.039437  0.0000
H -17.387610 24.404324 -1.725954  0.0000
H -17.005716 21.380492 -1.574994  0.0000
H -14.626992 21.939118 -0.680207  0.0000
H -14.725023 23.562735 -1.363921  0.0000
H -13.415713 22.277075 -4.225577  0.0000
H -12.645355 21.719023 -2.724924  0.0001
H -13.224640 23.399088 -2.891297  0.0007
H -16.961511 23.553489 0.298599  0.0000
H -16.560691 21.992175 0.724649  0.0000
C -7.528964 20.236529 -4.463698  0.0000
C -6.150638 20.837630 -4.386892  0.0000
C -5.828655 21.368017 -2.984711  0.0000
O -6.624928 22.449717 -2.542223  0.0002
C -6.407233 23.630201 -3.314878  0.0002
N -5.107518 19.835842 -4.703598  0.0000
H -7.628328 19.176421 -4.229240  0.0000
H -7.910085 20.268438 -5.494414  0.0000
H -8.250855 20.846398 -3.907116  0.0000
H -5.972406 21.681888 -5.056182  0.0000
H -4.775973 21.674333 -3.017712  0.0000
H -5.893130 20.545012 -2.267293  0.0000
H -6.732231 23.484780 -4.348358  0.0000
H -5.406530 24.058407 -3.292262  0.0000
H -7.141988 24.336477 -2.924152  0.0002
H -5.117532 19.171368 -3.927363  0.0000
H -5.439270 19.247186 -5.463870  0.0000
C -7.816311 22.962202 -7.751805  0.0001
C -8.159906 24.433713 -7.998047  0.0002
C -8.408206 24.721363 -9.481338  0.0002
O -7.228856 24.283797 -10.163079  0.0000
C -7.471576 24.063309 -11.537881  0.0000
N -9.224745 24.950752 -7.175590  0.0034
H -6.948590 22.688921 -8.350095  0.0000
H -8.655225 22.295920 -7.970862  0.0000
H -7.540417 22.818557 -6.703607  0.0000
H -7.218294 24.977482 -7.859794  0.0000
H -8.615352 25.761383 -9.739184  0.0000
H -9.216995 24.075495 -9.853892  0.0000
H -6.572312 23.620473 -11.962973  0.0000
H -7.677626 24.970392 -12.112272  0.0000
H -8.299038 23.359672 -11.661641  0.0000
H -9.053973 24.927359 -6.179595  -0.0003
H -10.114548 24.490418 -7.323893  -0.0001
C -11.867841 21.930338 -7.232699  0.0000
C -12.530093 21.242863 -8.437005  0.0000
C -11.531134 20.737085 -9.462326  0.0000
O -10.974625 21.788543 -10.236606  0.0000
C -9.702292 21.437326 -10.801491  0.0000
N -13.330578 20.097212 -7.972963  0.0000
H -10.993586 21.380191 -6.877039  0.0000
H -12.548972 21.972216 -6.379738  0.0000
H -11.633227 22.954625 -7.524562  0.0000
H -13.181238 21.999966 -8.882598  0.0000
H -12.098792 20.138534 -10.187011  0.0000
H -10.771906 20.127429 -8.958977  0.0000
H -9.444440 21.874259 -11.764398  0.0000
H -9.711681 20.349630 -10.869684  0.0000
H -8.927919 21.792475 -10.114722  0.0000
H -13.333660 19.417600 -8.727031  0.0000
H -12.830078 19.612856 -7.226470  0.0000
C -9.409310 27.151495 -0.994680  -0.0006
C -10.459086 28.056299 -1.592398  -0.0004
C -10.873524 29.198896 -0.659866  0.0004
O -9.860530 30.175766 -0.549826  0.0007
C -9.909987 30.864542 0.686348  0.0001
N -9.955276 28.659573 -2.849557  0.0393
H -8.444570 27.669229 -1.022894  0.0000
H -9.254480 26.325641 -1.697468  -0.0006
H -9.632688 26.815595 0.012776  0.0000
H -11.279948 27.423972 -1.936780  -0.0007
H -11.237250 28.926076 0.334820  0.0000
H -11.767181 29.629240 -1.144786  0.0000
H -9.801201 30.135438 1.494374  0.0000
H -10.763490 31.535398 0.788941  0.0000
H -9.005725 31.469413 0.768324  0.0000
H -9.037172 29.076848 -2.680618  0.0023
H -10.497778 29.523630 -2.932204  0.0020
C -15.008352 25.724046 -4.302622  0.0039
C -13.526307 25.818195 -4.631921  0.0022
C -13.406502 26.182012 -6.116340  0.0008
O -12.066230 26.525199 -6.461025  0.0338
C -11.965414 26.932718 -7.822416  0.0055
N -12.935317 26.897563 -3.797926  0.0851
H -15.533609 26.675732 -4.405716  0.0001
H -15.253343 25.371862 -3.296974  0.0000
H -15.476993 24.995656 -4.972276  0.0009
H -13.021298 24.858967 -4.509563  -0.0003
H -14.070799 27.031680 -6.309749  -0.0001
H -13.710121 25.290373 -6.669214  0.0005
H -10.951352 27.216772 -8.083270  0.0003
H -12.647347 27.770150 -7.999561  0.0000
H -12.286848 26.117677 -8.475779  0.0013
H -13.319036 27.778426 -4.137655  0.0003
H -13.293901 26.753661 -2.854649  0.0036
C -14.401988 30.152435 -0.030627  0.0000
C -14.468516 28.865871 -0.860911  0.0000
C -14.267109 27.579096 -0.077094  0.0000
O -13.343703 26.730255 -0.736429  0.0002
C -12.818684 25.598340 -0.105817  0.0005
N -15.675504 28.894304 -1.727175  0.0002
H -13.384818 30.295519 0.336499  0.0000
H -15.095393 30.049712 0.802867  0.0000
H -14.650251 31.014045 -0.646491  0.0000
H -13.666299 28.841573 -1.618118  0.0000
H -15.224448 27.079059 0.106145  0.0000
H -13.867196 27.856566 0.904271  0.0000
H -12.107434 25.838322 0.689834  0.0000
H -12.338802 25.071846 -0.937046  0.0007
H -13.590298 24.904846 0.254429  0.0000
H -15.514009 29.638517 -2.402014  0.0000
H -15.646166 28.068200 -2.323165  0.0001
C -10.352816 23.170429 0.675105  0.0001
C -8.964552 22.686100 0.235522  0.0001
C -9.015394 21.460205 -0.644635  0.0000
O -9.747118 20.439199 0.028151  0.0000
C -9.983458 19.320607 -0.799221  0.0000
N -8.253042 23.783668 -0.431734  0.0020
H -10.331315 24.110873 1.227795  0.0000
H -10.958782 22.505108 1.288829  0.0000
H -10.954616 23.342644 -0.229288  0.0001
H -8.529129 22.337604 1.179399  0.0000
H -8.026176 21.055741 -0.866761  0.0000
H -9.586771 21.700954 -1.556481  0.0000
H -10.258946 19.649468 -1.813557  0.0000
H -10.853951 18.740655 -0.502999  0.0000
H -9.052936 18.756998 -0.895321  0.0000
H -8.964661 24.144192 -1.067813  0.0004
H -7.515653 23.440261 -1.050952  0.0001

Forces on atoms 1 to 6 (eV/Å):
Pd 0.4 -0.4 1.0
C -0.5 0.5 -0.4
C -0.2 -0.3 0.4
O 0.3 0.6 -0.9
H 0.0 -0.4 0.1
H 0.0 0.6 0.0

C38H104N9O11V | the ωB97M-V functional and the def2-TZVPD basis

Calculated values
orbital gap (alpha / beta)	6.710 / 7.137	eV
LUMO (alpha / beta)	-0.823 / -0.915	eV
expectation value of S²	2.040
HOMO (alpha / beta)	-0.2768 / -0.2959	Ha
2S+1	3

Last column: Löwdin spin population.
Element x y z (Å)
O 0.890738 2.590623 -2.560478  -0.1796
V 2.164788 1.614743 -2.908998  2.0938
C -0.046872 1.224693 0.371032  0.0003
C 0.697728 0.056393 -0.164988  0.0029
O 1.709508 0.338913 -1.118888  0.0384
H 0.683178 1.783073 0.956982  0.0000
H -0.856592 0.917943 1.033132  -0.0001
H -0.510842 1.815093 -0.419068  0.0001
H -0.040272 -0.656677 -0.532408  0.0011
H 1.202998 -0.471367 0.643902  0.0003
C -1.968092 4.326173 -0.662908  -0.0001
C -3.063362 5.215713 -0.010368  0.0000
C -2.615902 5.715573 1.394212  0.0000
O -3.400672 6.884903 1.727492  0.0000
C -2.981812 7.525303 2.943412  0.0000
N -3.076482 6.385283 -0.907008  0.0000
H -2.249102 3.965743 -1.652468  -0.0001
H -1.730572 3.517013 0.027712  0.0000
H -1.064362 4.929573 -0.748228  -0.0001
H -4.037232 4.737673 0.095232  0.0000
H -1.579852 6.052653 1.361142  0.0000
H -2.710972 4.851083 2.051262  0.0000
H -3.445902 8.511573 2.940152  0.0000
H -1.899112 7.649553 2.964262  0.0000
H -3.213572 7.119803 3.928272  0.0000
H -3.381912 6.977793 -0.148228  0.0000
H -2.114702 6.631323 -1.092888  0.0000
C 0.990018 4.448573 2.173222  0.0000
C 1.390218 5.881493 2.394742  0.0000
C 2.025638 5.925863 3.806422  0.0000
O 0.975298 5.855903 4.704002  0.0000
C 0.545208 7.121173 5.158842  0.0000
N 2.331638 6.294433 1.365192  0.0000
H 0.099598 4.279073 2.778632  0.0000
H 1.850298 3.789763 2.054972  0.0000
H 0.577248 4.417933 1.164862  0.0000
H 0.542278 6.559033 2.294502  0.0000
H 2.740418 6.714963 4.039902  0.0000
H 2.575878 4.999833 3.973212  0.0000
H 1.407828 7.558393 5.661662  0.0000
H -0.286182 7.118293 5.863742  0.0000
H 0.248428 7.753663 4.322202  0.0000
H 2.709338 7.201223 1.600092  0.0000
H 3.247048 5.867853 1.352762  0.0000
C -0.968112 -4.934097 2.745022  0.0000
C -2.003072 -3.835247 2.710882  0.0000
C -1.347542 -2.428557 2.659292  0.0000
O -0.779062 -2.087717 3.920142  0.0000
C -0.308542 -0.739557 3.972082  0.0000
N -2.837862 -4.103247 1.532392  0.0000
H -1.437182 -5.914647 2.826222  0.0000
H -0.252252 -4.788817 3.554052  0.0000
H -0.284692 -4.926947 1.895912  0.0000
H -2.605462 -3.894897 3.617352  0.0000
H -2.084512 -1.645097 2.482782  0.0000
H -0.670232 -2.442507 1.805382  0.0000
H 0.172968 -0.697417 4.949052  0.0000
H -1.092032 0.013093 3.883982  0.0000
H 0.420808 -0.470487 3.208032  0.0000
H -3.180922 -5.052347 1.492162  0.0000
H -3.669612 -3.531887 1.575312  0.0000
C 1.334568 -6.109217 -4.785828  0.0000
C 1.754258 -6.575177 -3.315468  0.0000
C 1.760738 -5.489007 -2.251828  0.0000
O 0.392898 -5.196737 -1.905458  0.0000
C 0.371368 -4.038427 -1.017068  0.0000
N 0.785948 -7.623597 -2.982908  0.0000
H 0.326638 -5.697477 -4.837158  0.0000
H 1.397308 -6.902577 -5.530648  0.0000
H 1.988278 -5.277087 -5.047218  0.0000
H 2.769578 -6.966457 -3.379728  0.0000
H 2.251378 -4.663327 -2.767198  0.0000
H 2.326278 -5.906047 -1.418558  0.0000
H -0.647062 -3.714767 -0.802288  0.0000
H 0.958278 -3.214847 -1.423708  0.0000
H 0.806648 -4.353627 -0.068758  0.0000
H -0.000872 -7.594137 -3.615478  0.0000
H 0.414738 -7.219757 -2.134838  0.0000
C 4.203368 -3.865827 -0.401528  0.0000
C 3.528078 -2.650497 0.206482  0.0000
C 3.685918 -2.452307 1.745302  0.0000
O 3.273808 -3.642007 2.402642  0.0000
C 2.766288 -3.392007 3.667332  0.0000
N 3.976668 -1.524437 -0.560728  -0.0001
H 3.951598 -4.836967 0.024612  0.0000
H 5.293248 -3.865997 -0.385558  0.0000
H 3.914828 -3.835577 -1.452208  0.0000
H 2.474338 -2.738797 -0.057948  0.0000
H 3.156898 -1.542897 2.030272  0.0000
H 4.744458 -2.342827 1.981112  0.0000
H 3.502748 -2.970647 4.351572  0.0000
H 2.523568 -4.308957 4.204342  0.0000
H 1.940418 -2.680897 3.686112  0.0000
H 3.713278 -1.909137 -1.456688  0.0000
H 3.284818 -0.800167 -0.430828  -0.0003
C -2.467712 1.346913 -3.071118  -0.0002
C -2.490992 0.030513 -3.889128  0.0000
C -2.382062 0.163953 -5.368878  0.0000
O -3.270872 1.168463 -5.851738  0.0000
C -4.597392 0.710183 -6.157798  0.0000
N -1.538732 -0.967827 -3.349458  0.0001
H -3.137642 1.306303 -2.212258  0.0000
H -2.823282 2.247813 -3.571168  0.0000
H -1.473252 1.485393 -2.646898  -0.0003
H -3.432212 -0.446457 -3.615788  0.0000
H -2.732442 -0.803817 -5.727698  0.0000
H -1.328482 0.279013 -5.623508  0.0000
H -5.169652 0.452213 -5.266688  0.0000
H -4.767012 -0.157167 -6.795788  0.0000
H -5.167122 1.481683 -6.675768  0.0000
H -1.737252 -1.233107 -2.395348  0.0000
H -1.696442 -1.825267 -3.859388  0.0000
C 2.040088 -1.883347 -3.887668  0.0007
C 1.824128 -0.763147 -4.931128  0.0111
C 1.075138 -1.248677 -6.193248  0.0012
O 1.854918 -2.254967 -6.880968  0.0000
C 1.288048 -2.509617 -8.172228  0.0000
N 1.031968 0.227973 -4.187798  0.0124
H 2.670868 -1.534267 -3.070138  0.0002
H 2.409918 -2.840897 -4.254298  0.0000
H 1.051888 -2.208847 -3.562688  0.0002
H 2.782138 -0.377147 -5.279438  0.0064
H 0.718388 -0.399177 -6.775648  0.0001
H 0.204998 -1.805717 -5.845868  0.0001
H 0.227708 -2.757377 -8.123228  0.0000
H 1.755018 -3.442327 -8.488598  0.0000
H 1.446308 -1.688247 -8.871078  0.0000
H 0.740748 0.896683 -4.886448  0.0098
H 0.190888 -0.249737 -3.897148  0.0015
C 2.911978 0.684913 6.803422  0.0000
C 3.609568 0.945713 5.473802  0.0000
C 2.905128 2.074573 4.617652  0.0000
O 3.491258 2.239423 3.318522  0.0000
C 3.427058 1.173323 2.447332  -0.0001
N 5.009418 1.237373 5.776542  0.0000
H 2.620388 1.617583 7.286342  0.0000
H 3.450448 0.033703 7.491952  0.0000
H 1.946328 0.232623 6.577472  0.0000
H 3.494608 -0.008917 4.960402  0.0000
H 3.037748 3.062983 5.057582  0.0000
H 1.830858 1.899953 4.558052  0.0000
H 4.161748 0.426163 2.747472  0.0000
H 3.739318 1.420173 1.432612  -0.0001
H 2.406458 0.806873 2.336882  0.0000
H 5.010948 2.181683 6.134842  0.0000
H 5.441898 1.459073 4.891152  0.0000
C -4.826612 -2.622477 -1.134328  0.0000
C -4.056072 -1.400657 -0.650958  0.0000
C -4.685282 -0.754047 0.645772  0.0000
O -3.965112 0.393903 0.872562  0.0000
C -4.400662 0.936133 2.166642  0.0000
N -2.673012 -1.731697 -0.436058  0.0001
H -5.871182 -2.359737 -1.301458  0.0000
H -4.948392 -3.286267 -0.278378  0.0000
H -4.464092 -3.194987 -1.988088  0.0000
H -4.161612 -0.565517 -1.343418  0.0000
H -4.624692 -1.357407 1.551532  0.0000
H -5.693272 -0.409107 0.415402  0.0000
H -3.829242 1.852633 2.313672  0.0000
H -4.342582 0.217363 2.984012  0.0000
H -5.412732 1.339543 2.133962  0.0000
H -2.323652 -0.963027 0.118192  0.0000
H -2.646522 -2.596827 0.084462  0.0000

Forces on atoms 1 to 6 (eV/Å):
O 2.6 -0.6 -1.5
V -5.0 -0.6 3.7
C 0.1 0.6 0.4
C 1.0 -0.6 -1.3
O 0.7 0.6 -1.0
H -0.3 0.7 -0.1

Number 1: E_tot -78444.87931 eV. Number 2: E_tot -102703.83374 eV.